Entry from the Open Molecules 2025 dataset: a single C29H31N3O7 molecule (ωB97M-V/def2-TZVPD).

Last column: Löwdin charge in e.
Atoms and positions in Å:
C1 5.311 2.261 0.158  -0.195
C2 4.814 1.397 -0.840  -0.188
C3 -3.728 1.801 -0.560  -0.123
C4 2.544 -1.206 0.673  0.034
H1 -10.877 -0.834 1.022  0.092
N1 -5.706 0.450 -0.785  0.082
C5 -7.739 -0.246 0.395  -0.402
H2 1.852 -4.090 -1.780  0.104
C6 -7.155 -2.554 0.207  -0.083
C7 3.053 2.596 0.967  -0.025
H3 -9.857 0.336 1.906  0.094
H4 8.244 3.394 1.014  0.096
N2 -0.644 -0.118 -0.529  0.195
H5 3.891 -5.216 -2.048  0.097
C8 -1.016 2.196 -0.008  -0.201
C9 7.167 3.377 1.173  -0.080
C10 -9.864 -0.605 1.344  -0.076
N3 0.304 2.402 0.158  0.198
H6 7.535 0.791 -1.238  0.091
H7 5.007 -0.484 1.723  0.090
C11 0.629 0.073 -0.274  -0.148
H8 -7.598 0.544 1.153  0.169
H9 2.840 -5.995 -0.830  0.097
H10 4.766 3.534 1.792  0.103
H11 4.062 -1.159 3.080  0.099
H12 2.373 3.067 1.657  0.113
C12 3.130 -3.374 -0.216  -0.195
O1 6.666 2.466 0.227  -0.114
C13 6.875 1.069 -2.061  -0.073
O2 5.531 0.739 -1.792  -0.063
O3 -7.077 -1.355 0.958  -0.132
H13 5.740 -1.692 2.813  0.096
C14 4.819 -1.383 2.320  -0.070
O4 4.441 -2.469 1.512  -0.058
C15 4.409 2.856 1.033  -0.012
H14 0.417 -2.103 -1.792  0.111
C16 -2.853 0.755 -0.739  0.047
C17 2.058 -3.288 -1.090  -0.006
C18 -7.116 0.205 -0.937  -0.091
H15 6.763 4.383 1.018  0.099
C19 3.372 -2.309 0.684  -0.181
H16 6.960 3.053 2.198  0.096
H17 -6.926 -3.360 0.901  0.093
C20 1.486 -1.112 -0.237  -0.182
H18 6.994 2.134 -2.277  0.098
H19 -8.158 -2.693 -0.202  0.095
C21 3.450 1.135 -0.883  0.052
H20 3.102 0.472 -1.658  0.141
H21 -3.975 3.846 0.009  0.117
H22 -5.176 -0.272 -0.321  0.129
H23 4.606 -6.213 -0.758  0.094
H24 2.697 -0.407 1.380  0.116
H25 -9.487 -1.406 1.986  0.092
H26 -7.296 -0.562 -1.696  0.130
O5 -5.847 2.667 -1.195  0.073
C22 1.242 -2.169 -1.101  -0.024
H27 -1.558 4.202 0.518  0.114
H28 7.135 0.490 -2.947  0.094
H29 -3.165 -0.207 -1.115  0.119
C23 -5.185 1.702 -0.868  -0.444
H30 -6.426 -2.564 -0.611  0.086
C24 -3.254 3.050 -0.101  -0.009
C25 -1.932 3.249 0.178  0.004
H31 -7.586 1.137 -1.254  0.132
C26 1.128 1.399 -0.023  -0.148
O6 -9.093 -0.486 0.166  -0.131
C27 3.809 -5.512 -0.997  -0.083
C28 -1.488 0.929 -0.448  -0.193
C29 2.561 1.705 0.022  -0.190
O7 3.997 -4.417 -0.135  -0.060

As for the total energy: -49377.5116 eV. The structure (SMILES) is COc1ccc(-c2nc3ccc(C(=O)NCC(OC)OC)cc3nc2-c2ccc(OC)c(OC)c2)cc1OC. As for the largest force on an atom: 0.0148 hartree/bohr. The calculation puts the HOMO-LUMO gap at 7.505 eV.

---

Entry from the Open Molecules 2025 dataset: a molecular structure, C29H31N4O4PdSSi in a non-equilibrium geometry (ωB97M-V/def2-TZVPD).

Last column: Löwdin charge in e.
Atoms and positions in Å:
C1 4.911 -2.568 -0.505  -0.140
C2 -1.391 -2.462 2.218  -0.174
H1 -0.952 -3.065 3.005  0.017
C3 2.600 -3.224 -0.551  -0.045
H2 4.173 -4.330 -1.471  0.090
C4 -2.182 1.728 -1.654  -0.020
H3 -1.756 -0.941 -0.648  -0.011
O1 0.771 1.575 3.275  -0.013
H4 -5.466 1.240 -0.913  0.099
H5 0.750 4.256 -1.665  0.119
H6 0.409 0.632 5.876  0.109
H7 0.295 -5.101 0.910  0.021
H8 1.835 -3.923 -0.843  0.077
H9 -2.454 -2.680 2.164  0.021
H10 -2.105 0.629 3.875  0.107
Pd1 0.567 0.166 1.133  0.963
C5 1.275 0.291 5.309  -0.096
N1 -0.300 1.816 -0.110  -0.162
C6 0.623 3.728 -5.022  -0.284
C7 0.823 1.659 -3.808  -0.060
H11 2.985 -0.265 1.087  0.077
C8 -3.862 1.160 0.524  -0.165
C9 0.647 4.413 -3.810  -0.044
C10 0.456 4.484 -6.310  -0.060
C11 1.515 -1.206 5.401  -0.090
C12 1.530 -1.674 3.925  -0.511
N2 0.946 -1.860 0.556  -0.119
O2 2.125 1.771 -0.441  -0.323
H12 5.947 -2.759 -0.755  0.080
H13 0.719 -1.738 5.924  0.112
Si1 -0.517 -2.744 0.535  0.454
H14 1.243 5.229 -6.428  0.077
H15 0.581 5.492 -3.812  0.110
H16 -1.416 -5.107 0.545  0.016
H17 2.142 0.875 5.616  0.114
S1 0.886 1.390 -1.079  0.518
C13 -3.556 1.579 -1.825  -0.084
H18 0.481 3.812 -7.165  0.070
H19 0.728 1.793 -5.939  0.107
C14 2.213 -2.086 0.184  -0.373
C15 -0.464 -4.655 0.278  -0.181
C16 0.728 2.343 -5.008  -0.038
C17 -4.023 0.789 2.892  -0.058
H20 -4.596 0.659 3.798  0.096
O3 1.768 -2.815 3.594  0.049
C18 -1.707 -2.019 -0.787  -0.162
H21 -5.718 0.862 1.585  0.109
C19 -2.456 1.247 0.707  -0.178
H22 0.883 0.583 -3.766  0.111
H23 -0.255 -4.934 -0.750  0.009
H24 -1.554 1.944 -2.507  0.096
H25 -3.963 1.675 -2.825  0.101
N3 1.232 -0.626 3.129  0.089
H26 2.463 -1.460 5.872  0.110
C20 -1.598 1.593 -0.397  -0.308
C21 -2.623 0.802 2.941  -0.141
H27 -2.715 -2.416 -0.701  0.020
C22 3.241 -1.177 0.534  -0.063
C23 -4.397 1.318 -0.768  -0.060
C24 1.054 0.508 3.812  -0.541
H28 -1.263 -1.416 2.487  -0.029
C25 0.743 3.732 -2.608  -0.053
O4 0.760 0.011 -1.506  -0.325
H29 5.323 -0.733 0.520  0.095
C26 4.554 -1.431 0.211  -0.109
C27 3.915 -3.451 -0.893  -0.123
H30 -0.501 5.008 -6.310  0.079
H31 -1.356 -2.198 -1.798  0.023
C28 0.814 2.351 -2.612  -0.282
N4 -1.866 1.001 1.890  0.100
C29 -4.642 0.921 1.676  -0.020

The charge is -1. As for the total energy: -66921.7242 eV. As for the largest force on an atom: 0.0830 hartree/bohr. The calculation puts the HOMO-LUMO gap (alpha / beta) at 6.070 / 5.733 eV.

---

Entry from the Open Molecules 2025 dataset: 7 unconnected molecules or ions with the total composition C29H32Cl24N5O5P4S2 in a non-equilibrium geometry (ωB97M-V/def2-TZVPD).

Last column: Löwdin charge in e.
Atoms and positions in Å:
C1 0.934 -0.019 -1.811  -0.174
P1 2.945 3.544 -3.551  0.255
C2 4.239 4.182 0.974  -0.082
H1 4.214 3.321 1.641  0.065
O1 2.749 2.967 -5.008  -0.124
H2 5.162 -0.225 2.012  0.050
H3 1.973 -4.060 2.387  0.115
C3 0.389 0.474 -4.580  -0.212
H4 0.454 1.148 2.658  0.089
Cl1 -4.680 -5.820 4.704  0.525
H5 5.272 4.268 0.633  0.081
C4 1.286 -0.295 -0.336  -0.265
C5 0.412 -2.658 -0.801  -0.040
Cl2 -1.979 -8.601 -6.246  0.530
C6 -1.949 0.497 1.776  -0.448
Cl3 -5.674 0.745 6.540  0.526
O2 3.946 4.632 -3.562  -0.334
N1 1.992 2.067 1.454  -0.086
H6 -0.321 1.736 -1.546  0.103
H7 0.178 0.655 -5.615  0.042
H8 5.120 2.204 -2.118  -0.040
H9 1.767 0.096 2.259  0.112
H10 -0.211 1.287 0.202  0.092
C7 1.697 -2.346 1.151  -0.073
H11 -1.922 1.500 1.343  0.055
C8 1.222 -0.572 -4.168  -0.110
C9 -4.440 1.205 0.701  -0.730
C10 0.258 -4.002 -0.505  -0.048
C11 -6.112 -0.505 5.368  -2.031
H12 0.683 -5.590 0.896  0.111
N2 3.117 2.552 -0.607  -0.215
S1 -3.627 -0.125 1.454  0.966
H13 2.144 -1.635 -2.623  0.106
C12 -4.742 -5.482 2.972  -2.060
H14 0.555 3.835 0.189  0.008
C13 1.489 -0.798 -2.834  -0.068
Cl4 -3.111 -5.103 2.387  0.493
Cl5 0.725 -8.502 -7.245  0.529
Cl6 -0.904 -1.179 -6.144  0.651
H15 2.447 4.591 -0.265  0.070
O3 1.555 4.125 -3.044  -0.140
C14 0.131 1.031 -2.234  -0.033
N3 -4.979 2.907 -0.508  0.048
Cl7 -1.843 4.317 3.827  0.525
C15 1.540 -3.687 1.465  -0.059
C16 2.540 1.723 0.238  -0.448
Cl8 2.512 3.262 7.875  0.545
N4 -3.984 2.051 -0.175  0.031
P2 0.832 3.416 1.510  0.414
Cl9 0.100 -3.347 -7.761  0.515
C17 4.263 -2.001 -0.531  -0.207
C18 -0.892 -0.461 1.139  -0.170
C19 -6.020 2.576 0.190  -0.162
H16 -0.752 2.127 -3.857  0.120
Cl10 -3.750 4.144 5.985  0.557
Cl11 -0.299 -6.335 -5.636  0.486
C20 3.353 3.987 -0.289  -0.262
Cl12 -2.605 -3.444 -6.758  0.525
C21 -0.708 -7.543 -6.866  -2.054
C22 1.137 0.880 1.848  -0.154
Cl13 -6.018 0.153 3.733  0.504
Cl14 -5.800 -4.100 2.680  0.509
C23 0.269 0.420 0.656  -0.222
H17 3.439 -2.286 -1.180  0.024
H18 -0.076 -2.286 -1.693  0.121
N5 2.581 0.374 -0.104  -0.182
Cl15 -7.754 -1.065 5.690  0.548
H19 3.948 4.418 -1.094  0.081
C24 -1.333 -2.388 -7.379  -2.001
Cl16 -1.904 -1.569 -8.835  0.546
H20 3.932 5.090 1.480  0.041
Cl17 -5.359 -6.895 2.114  0.536
H21 5.182 -1.998 -1.123  0.041
C25 -3.051 3.285 4.613  -1.996
C26 1.133 2.344 7.271  -2.045
Cl18 -2.265 1.807 5.183  0.517
Cl19 -4.321 2.865 3.460  0.574
Cl20 1.090 0.758 8.047  0.535
Cl21 -4.978 -1.856 5.494  0.511
Cl22 1.298 2.138 5.515  0.474
H22 2.251 -1.752 1.870  0.092
H23 -0.403 2.957 2.002  -0.049
H24 -0.608 -1.125 1.954  0.129
H25 -6.971 3.077 0.162  0.140
H26 -1.780 0.578 2.850  0.024
C27 -0.130 1.282 -3.582  -0.063
H27 3.601 2.843 -5.449  0.102
P3 3.723 2.006 -2.179  0.931
C28 1.148 -1.780 -0.003  -0.195
H28 1.727 5.012 -2.696  0.095
H29 4.415 -2.701 0.289  0.054
O4 4.275 -0.519 1.773  -0.295
Cl23 -0.360 3.216 7.628  0.518
S2 1.374 4.871 2.651  0.248
Cl24 -1.278 -6.732 -8.328  0.511
H30 -1.409 -0.964 0.326  0.106
H31 -0.329 -4.647 -1.148  0.114
H32 1.655 -1.227 -4.915  0.104
O5 -5.730 1.509 0.949  -0.040
P4 4.161 -0.280 0.121  0.908
C29 0.823 -4.547 0.645  -0.058

The charge is +1. As for the total energy: -407636.7629 eV. As for the largest force on an atom: 0.0660 hartree/bohr. The calculation puts the HOMO-LUMO gap at 7.743 eV.